# C7H10N3

A gas-phase ion, C7H10N3 (charge +1) in a non-equilibrium geometry (ωB97M-V/def2-TZVPD, the Open Molecules 2025 dataset).

Properties
multiplicity	3
E_LUMO (alpha / beta)	-2.86 / -5.82	eV
HOMO level (alpha / beta)	-0.3815 / -0.4859	Eh
relative energy (zero: lowest compared OMol25 entry of this formula, charge and spin)	1.833	eV
charge	+1
expectation value of S²	2.02
strongest force on any atom	3.70	eV Å⁻¹
gap between HOMO and LUMO (alpha / beta)	7.52 / 7.40	eV

Last column: Mulliken charge in e.
Element x y z (Å)
1 C 0.72 1.61 1.72  -0.762
2 C 0.70 0.90 0.62  -0.215
3 C 0.27 -2.15 0.49  -0.455
4 C 1.28 -1.37 -0.02  -0.548
5 C -1.15 -1.85 0.47  -0.160
6 C -1.82 0.46 -0.12  -0.153
7 C 1.25 0.00 -0.28  1.151
8 N -1.63 -0.76 0.05  -0.095
9 N -1.89 1.09 -1.25  -0.274
10 N 1.98 0.62 -1.22  -0.396
11 H 1.61 1.65 2.30  0.307
12 H 0.37 -3.17 0.79  0.389
13 H 2.14 -1.86 -0.47  0.325
14 H -1.92 -2.75 0.49  0.299
15 H -2.14 1.05 0.80  0.357
16 H -1.69 0.71 -2.16  0.233
17 H -2.24 2.02 -1.24  0.238
18 H 1.88 1.64 -1.16  0.268
19 H 2.44 0.10 -1.95  0.255
20 H -0.16 2.05 2.12  0.235


# C7H10N3S

A gas-phase ion, C7H10N3S (charge +1) in a non-equilibrium geometry (ωB97M-V/def2-TZVPD, the Open Molecules 2025 dataset).

Properties
multiplicity	1
E_LUMO (alpha / beta)	-5.17 / -5.18	eV
HOMO level (alpha / beta)	-0.4840 / -0.4754	Eh
relative energy (zero: lowest compared OMol25 entry of this formula, charge and spin)	7.620	eV
charge	+1
strongest force on any atom	5.95	eV Å⁻¹
gap between HOMO and LUMO (alpha / beta)	8.00 / 7.75	eV

Last column: Mulliken charge in e.
Element x y z (Å)
1 C -0.46 1.55 0.59  0.158
2 C 2.63 0.10 -0.68  0.073
3 C 1.09 -1.31 0.46  0.728
4 C -1.41 2.07 1.37  -0.810
5 C -1.82 1.26 -2.13  -0.854
6 C -0.85 0.64 -1.51  0.222
7 C 1.02 -2.55 1.29  -1.341
8 N -0.07 -0.76 0.38  -0.878
9 N 2.31 -1.03 -0.14  -0.087
10 N -0.77 0.28 -0.12  0.520
11 S 1.81 1.47 -0.56  0.115
12 H -2.38 1.64 1.30  0.251
13 H -1.21 3.00 1.91  0.286
14 H -1.86 1.66 -3.17  0.288
15 H -2.57 1.72 -1.52  0.267
16 H 0.02 0.29 -2.19  0.207
17 H 2.07 -2.79 1.71  0.386
18 H 0.70 -3.37 0.85  0.338
19 H 0.38 -2.35 2.09  0.357
20 H 3.09 -1.66 -0.12  0.291
21 H -1.70 0.13 0.19  0.484


# C7H10N4

A single C7H10N4 molecule in a non-equilibrium geometry (ωB97M-V/def2-TZVPD, the Open Molecules 2025 dataset).

Properties
multiplicity	1
E_LUMO (alpha / beta)	-1.08 / -0.76	eV
HOMO level (alpha / beta)	-0.3023 / -0.3040	Eh
relative energy (zero: lowest compared OMol25 entry of this formula, charge and spin)	5.808	eV
strongest force on any atom	3.23	eV Å⁻¹
gap between HOMO and LUMO (alpha / beta)	7.15 / 7.51	eV

Last column: Mulliken charge in e.
Element x y z (Å)
1 C 0.29 1.51 -0.08  0.316
2 C 0.54 -1.36 -1.78  -0.765
3 C -1.72 1.03 -1.31  -0.450
4 C 1.05 0.45 -0.26  -0.381
5 C 0.51 -0.94 -0.52  -0.025
6 C 0.73 -1.36 1.98  -1.222
7 C -0.03 -1.59 0.70  -0.235
8 N 0.74 2.63 0.57  -0.358
9 N -0.27 3.49 0.58  -0.340
10 N -1.27 3.08 -0.13  -0.627
11 N -1.03 1.84 -0.53  0.769
12 H -0.01 -2.30 -1.97  0.297
13 H 0.75 -0.85 -2.71  0.309
14 H -2.64 1.34 -1.61  0.402
15 H -1.41 0.03 -1.32  0.322
16 H 2.08 0.77 0.05  0.349
17 H 0.81 -2.29 2.48  0.402
18 H 0.19 -0.66 2.61  0.311
19 H 1.73 -0.96 1.84  0.316
20 H 0.02 -2.67 0.51  0.453
21 H -1.06 -1.16 0.90  0.156


# C7H10N4O

2 unconnected molecules or ions with the total composition C7H10N4O in a non-equilibrium geometry (ωB97M-V/def2-TZVPD, the Open Molecules 2025 dataset).

Properties
multiplicity	3
E_LUMO (alpha / beta)	0.78 / -2.26	eV
HOMO level (alpha / beta)	-0.2080 / -0.3368	Eh
relative energy (zero: lowest compared OMol25 entry of this formula, charge and spin)	0.650	eV
expectation value of S²	2.01
strongest force on any atom	8.72	eV Å⁻¹
gap between HOMO and LUMO (alpha / beta)	6.44 / 6.91	eV

Last column: Mulliken charge in e.
Element x y z (Å)
1 C -3.09 0.96 0.91  -0.109
2 C -2.10 -0.38 -0.63  0.354
3 C -1.17 0.67 -0.01  0.791
4 C 1.65 -1.83 0.66  0.632
5 C -1.73 -1.29 -1.52  -1.350
6 C 0.84 1.75 0.40  -0.638
7 C 3.67 -0.67 -0.24  -0.450
8 N -1.91 1.41 0.97  -0.589
9 N -3.27 -0.02 0.01  -0.028
10 N 0.06 0.87 -0.29  -0.352
11 N 2.60 -1.61 -0.04  -0.318
12 O 0.71 -2.28 1.19  -0.476
13 H -4.03 1.16 1.58  0.293
14 H -2.39 -1.95 -1.90  0.427
15 H -0.63 -1.39 -1.72  0.295
16 H 1.94 1.47 0.31  0.031
17 H 0.85 2.83 -0.04  0.278
18 H 0.53 1.90 1.45  0.322
19 H 3.85 -0.67 -1.28  0.234
20 H 3.30 0.29 0.09  0.092
21 H 4.55 -0.87 0.38  0.313
22 H -4.22 -0.34 -0.28  0.249


# C7H10N5S

A gas-phase ion, C7H10N5S (charge +1) in a non-equilibrium geometry (ωB97M-V/def2-TZVPD, the Open Molecules 2025 dataset).

Properties
multiplicity	1
E_LUMO	-4.13	eV
structure (SMILES)	N[C@]1(c2nccs2)CC=NC(=[NH2+])N1
HOMO level	-0.4692	Eh
relative energy (zero: lowest compared OMol25 entry of this formula, charge and spin)	0.130	eV
charge	+1
strongest force on any atom	5.07	eV Å⁻¹
gap between HOMO and LUMO	8.63	eV

Last column: Mulliken charge in e.
Element x y z (Å)
1 N -0.85 -1.55 -1.52  -0.464
2 C -0.46 -0.64 -0.50  0.451
3 C 0.80 -1.09 0.25  -0.066
4 N 1.90 -0.39 0.18  -0.395
5 C 2.96 -1.10 0.72  -0.596
6 C 2.61 -2.35 1.24  -0.377
7 S 0.95 -2.65 1.03  -0.036
8 C -1.74 -0.40 0.53  -0.602
9 C -1.78 0.91 1.28  -0.105
10 N -1.21 1.98 0.90  -0.549
11 C -0.36 1.80 -0.21  0.619
12 N 0.37 2.89 -0.42  -0.398
13 N -0.14 0.72 -0.88  -0.175
14 H -1.56 -1.08 -2.14  0.257
15 H -0.16 -2.20 -1.90  0.284
16 H 3.85 -0.60 0.62  0.491
17 H 3.18 -3.04 1.67  0.589
18 H -1.77 -1.30 1.28  0.356
19 H -2.61 -0.31 -0.09  0.393
20 H -2.40 0.86 2.11  0.501
21 H 0.31 3.59 0.35  0.315
22 H 1.25 2.64 -0.82  0.243
23 H 0.56 0.81 -1.54  0.263


# C7H10NO

A gas-phase ion, C7H10NO (charge -1) in a non-equilibrium geometry (ωB97M-V/def2-TZVPD, the Open Molecules 2025 dataset).

Properties
multiplicity	1
E_LUMO (alpha / beta)	3.68 / 3.68	eV
structure (SMILES)	CC(C)=C/C=C\C=N\[O-]
HOMO level (alpha / beta)	-0.0946 / -0.0947	Eh
relative energy (zero: lowest compared OMol25 entry of this formula, charge and spin)	0.000	eV
charge	-1
strongest force on any atom	1.08	eV Å⁻¹
gap between HOMO and LUMO (alpha / beta)	6.26 / 6.26	eV

Last column: Mulliken charge in e.
Element x y z (Å)
1 C -1.05 -1.37 1.67  -1.367
2 C -0.34 -0.52 0.65  1.002
3 C 0.36 -1.19 -0.48  -1.314
4 C -0.38 0.83 0.72  -0.392
5 C 0.29 1.81 -0.09  -0.496
6 C 0.69 1.95 -1.39  -0.136
7 C 0.43 1.37 -2.66  -0.342
8 N -0.58 0.60 -3.00  -0.294
9 O -0.69 0.26 -4.24  -0.631
10 H -1.00 -2.42 1.40  0.361
11 H -2.10 -1.09 1.76  0.311
12 H -0.60 -1.25 2.66  0.264
13 H -0.22 -1.08 -1.41  0.268
14 H 0.54 -2.25 -0.28  0.397
15 H 1.31 -0.70 -0.67  0.332
16 H -0.88 1.26 1.59  0.269
17 H 0.59 2.66 0.53  0.205
18 H 1.35 2.82 -1.51  0.158
19 H 1.10 1.74 -3.46  0.406